{"formula": "C45H95F2N2O12PS", "method": "ωB97M-V with the def2-TZVPD basis set", "species": ["C", "C", "S", "C", "C", "C", "C", "C", "C", "C", "O", "F", "C", "N", "C", "C", "C", "F", "C", "O", "N", "P", "C", "C", "C", "C", "O", "H", "H", "H", "H", "H", "H", "H", "H", "H", "H", "H", "H", "H", "H", "H", "H", "H", "H", "H", "H", "H", "H", "H", "C", "C", "C", "O", "H", "H", "H", "H", "H", "H", "H", "H", "C", "C", "C", "O", "H", "H", "H", "H", "H", "H", "H", "H", "C", "C", "C", "O", "H", "H", "H", "H", "H", "H", "H", "H", "C", "C", "C", "O", "H", "H", "H", "H", "H", "H", "H", "H", "C", "C", "C", "O", "H", "H", "H", "H", "H", "H", "H", "H", "C", "C", "C", "O", "H", "H", "H", "H", "H", "H", "H", "H", "C", "C", "C", "O", "H", "H", "H", "H", "H", "H", "H", "H", "C", "C", "C", "O", "H", "H", "H", "H", "H", "H", "H", "H", "C", "C", "C", "O", "H", "H", "H", "H", "H", "H", "H", "H"], "xyz": [[-1.989, -1.990, -5.353], [-1.093, -2.980, -6.116], [0.677, -2.560, -6.223], [0.901, -0.769, -5.988], [0.744, -0.235, -4.568], [1.389, -0.826, -3.503], [1.226, -0.385, -2.190], [0.427, 0.685, -1.896], [0.246, 1.143, -0.454], [-0.554, 0.089, 0.310], [-0.423, -0.060, 1.490], [-1.426, -0.678, -0.377], [-0.199, 1.325, -2.967], [-1.029, 2.470, -2.721], [-0.040, 0.875, -4.263], [-0.754, 1.691, -5.326], [0.329, 2.290, -6.289], [-1.638, 0.952, -6.131], [2.065, -1.235, -1.220], [2.069, -1.173, -0.010], [2.824, -2.020, -2.065], [3.290, -3.675, -1.578], [5.130, -3.554, -1.310], [2.534, -4.157, 0.043], [1.015, -4.415, -0.166], [2.364, -1.984, -3.423], [2.796, -2.755, -4.235], [-2.964, -2.458, -5.174], [-2.194, -1.143, -6.007], [-1.531, -1.702, -4.407], [-1.136, -3.936, -5.580], [-1.504, -3.188, -7.110], [0.196, -0.245, -6.633], [1.901, -0.499, -6.342], [1.223, 1.229, 0.015], [-0.284, 2.088, -0.376], [-1.964, 2.138, -2.490], [-0.711, 2.968, -1.898], [-1.268, 2.559, -4.922], [0.260, 3.378, -6.353], [1.318, 2.086, -5.864], [0.306, 1.799, -7.263], [5.472, -4.200, -0.504], [5.466, -2.521, -1.177], [5.581, -3.922, -2.225], [3.004, -5.129, 0.337], [2.721, -3.457, 0.862], [0.405, -3.593, 0.222], [0.791, -4.590, -1.222], [0.742, -5.291, 0.431], [-3.411, 1.824, 3.688], [-4.700, 1.429, 2.988], [-5.146, 0.033, 3.394], [-4.509, 1.477, 1.571], [-2.601, 1.139, 3.418], [-3.098, 2.823, 3.381], [-3.530, 1.815, 4.772], [-5.485, 2.149, 3.229], [-4.390, -0.708, 3.119], [-6.067, -0.241, 2.876], [-5.319, -0.030, 4.470], [-3.818, 0.844, 1.346], [9.003, -5.332, -2.971], [8.210, -6.199, -2.005], [8.179, -7.649, -2.461], [6.876, -5.699, -1.895], [8.547, -5.346, -3.965], [9.011, -4.294, -2.636], [10.035, -5.678, -3.058], [8.652, -6.137, -1.009], [7.697, -7.736, -3.438], [7.601, -8.257, -1.764], [9.186, -8.064, -2.532], [6.472, -5.749, -2.769], [-6.914, 2.090, -2.395], [-7.806, 1.841, -1.188], [-7.103, 0.974, -0.155], [-9.018, 1.211, -1.609], [-6.659, 1.147, -2.888], [-7.430, 2.707, -3.132], [-5.988, 2.591, -2.107], [-8.086, 2.794, -0.736], [-6.854, -0.006, -0.576], [-7.756, 0.796, 0.702], [-6.185, 1.442, 0.200], [-8.786, 0.368, -2.011], [-0.784, 3.595, 8.422], [-1.058, 2.937, 7.078], [0.219, 2.458, 6.413], [-1.715, 3.866, 6.210], [-0.140, 4.471, 8.297], [-1.713, 3.942, 8.877], [-0.297, 2.901, 9.109], [-1.737, 2.093, 7.218], [0.894, 3.298, 6.218], [-0.005, 2.003, 5.458], [0.742, 1.729, 7.032], [-1.124, 4.615, 6.080], [-5.412, 2.473, -7.400], [-4.983, 3.463, -6.329], [-4.275, 4.664, -6.940], [-4.118, 2.818, -5.398], [-4.542, 2.090, -7.943], [-5.910, 1.614, -6.949], [-6.093, 2.934, -8.117], [-5.856, 3.799, -5.768], [-3.370, 4.349, -7.468], [-3.965, 5.362, -6.161], [-4.922, 5.190, -7.643], [-3.336, 2.510, -5.871], [-4.863, 3.751, 6.743], [-5.862, 2.905, 7.518], [-7.295, 3.301, 7.194], [-5.631, 3.050, 8.920], [-4.966, 4.809, 7.003], [-3.845, 3.464, 6.990], [-5.005, 3.642, 5.666], [-5.711, 1.850, 7.279], [-7.478, 4.343, 7.469], [-7.999, 2.691, 7.762], [-7.508, 3.180, 6.130], [-5.761, 3.977, 9.144], [6.017, -6.431, 3.624], [5.685, -7.141, 2.320], [6.946, -7.617, 1.614], [4.961, -6.260, 1.464], [6.634, -5.547, 3.436], [5.106, -6.088, 4.115], [6.555, -7.090, 4.308], [5.034, -7.992, 2.522], [7.590, -6.769, 1.363], [6.694, -8.116, 0.678], [7.512, -8.311, 2.239], [5.527, -5.503, 1.279], [3.248, 3.985, -1.526], [1.999, 4.761, -1.137], [2.351, 6.056, -0.421], [1.176, 3.952, -0.291], [3.825, 3.712, -0.638], [2.978, 3.055, -2.031], [3.886, 4.569, -2.190], [1.413, 4.984, -2.029], [2.901, 5.849, 0.502], [1.447, 6.597, -0.141], [2.963, 6.702, -1.052], [1.679, 3.746, 0.504], [3.740, 1.165, 3.599], [2.923, 0.286, 4.536], [2.820, -1.134, 4.011], [1.613, 0.826, 4.671], [3.271, 1.213, 2.611], [3.791, 2.186, 3.981], [4.756, 0.785, 3.483], [3.382, 0.286, 5.527], [2.319, -1.139, 3.039], [2.226, -1.756, 4.682], [3.807, -1.588, 3.899], [1.225, 0.816, 3.786]], "forces_ev_per_angstrom": [[-0.07, -0.44, -0.85], [-0.63, 0.11, 0.38], [0.28, -0.33, -0.07], [-0.88, 0.49, 0.16], [0.24, -0.62, -0.43], [0.65, -0.88, 0.76], [0.36, -0.37, 0.27], [0.08, 0.71, 0.64], [-0.65, -1.39, -1.05], [1.10, 0.47, 1.95], [-0.62, -0.11, -0.90], [0.26, 0.44, -0.13], [-0.20, 0.47, 0.87], [-0.11, -0.25, 0.25], [-1.35, 0.30, -0.61], [1.83, 0.85, -1.52], [0.29, -0.25, 0.70], [-0.23, 0.16, 0.45], [-0.59, 1.43, -1.24], [0.15, -0.15, -0.53], [-0.29, -1.50, 1.39], [0.89, -1.51, -0.36], [-0.71, 0.73, -0.09], [-0.16, 0.25, 0.19], [0.38, 0.12, 0.65], [0.34, 0.33, -0.18], [-0.13, 0.82, 0.09], [0.20, -0.02, 0.17], [0.17, 0.17, 0.45], [-0.17, 0.14, -0.08], [0.38, 0.10, -0.10], [0.13, 0.26, 0.05], [0.17, -0.15, 0.03], [-0.03, -0.45, -0.05], [-0.23, -0.04, 0.26], [0.09, -0.11, 0.13], [-0.11, 0.25, -0.26], [0.09, 0.08, -0.14], [-0.38, -0.60, 0.32], [-0.24, -0.17, -0.30], [-0.07, 0.07, -0.15], [-0.21, 0.31, -0.01], [-0.11, 0.11, -0.02], [-0.07, -0.15, 0.25], [0.00, 0.14, 0.04], [0.04, 0.79, -0.58], [-0.09, -0.09, -0.10], [0.13, 0.05, -0.27], [-0.12, -0.08, 0.15], [-0.14, 0.02, -0.29], [0.03, 0.18, -0.01], [0.54, -0.48, 0.07], [-0.24, -0.02, -0.05], [-0.04, 0.28, 0.02], [-0.07, -0.10, 0.05], [-0.06, 0.03, 0.09], [0.07, 0.02, 0.00], [-0.02, 0.04, -0.22], [0.08, 0.06, 0.08], [-0.02, 0.05, 0.04], [0.03, -0.02, -0.01], [0.00, -0.03, 0.08], [0.08, 0.18, 0.12], [-0.13, -0.17, -0.67], [-0.01, -0.13, 0.19], [0.42, -0.25, 0.29], [0.02, -0.12, 0.00], [0.03, -0.03, 0.04], [-0.01, 0.00, -0.03], [-0.16, 0.07, 0.06], [0.08, 0.07, -0.04], [0.04, 0.02, 0.03], [-0.02, -0.01, -0.03], [-0.01, -0.09, 0.00], [-0.06, 0.21, -0.07], [0.32, -0.65, -0.23], [-0.09, 0.17, 0.10], [-0.24, 0.32, 0.08], [0.06, -0.03, 0.10], [0.00, 0.04, 0.04], [0.01, -0.03, -0.03], [-0.18, -0.04, -0.04], [0.05, 0.05, -0.10], [0.00, 0.06, 0.00], [-0.10, -0.10, -0.03], [0.04, -0.01, 0.02], [-0.25, 0.01, 0.12], [0.67, 0.49, 0.07], [-0.35, 0.07, 0.20], [-0.27, -0.13, -0.03], [0.09, -0.08, -0.05], [0.00, -0.07, 0.01], [0.02, 0.02, 0.00], [-0.14, 0.10, -0.13], [0.00, 0.02, 0.12], [-0.10, -0.05, 0.04], [0.03, -0.03, -0.07], [0.05, -0.03, 0.01], [-0.18, -0.11, 0.05], [0.45, -0.14, -0.49], [-0.03, 0.18, 0.13], [-0.12, 0.08, 0.37], [0.03, 0.11, -0.02], [-0.04, 0.05, 0.02], [0.02, -0.02, -0.01], [0.08, -0.07, 0.14], [-0.07, -0.07, -0.07], [-0.06, 0.00, 0.01], [0.03, 0.00, -0.02], [-0.09, -0.11, -0.09], [0.03, -0.22, 0.07], [-0.17, 0.76, -0.08], [-0.14, -0.22, 0.04], [0.07, -0.39, 0.06], [-0.13, 0.00, -0.04], [0.00, -0.02, -0.08], [0.03, 0.05, 0.00], [0.04, -0.03, 0.19], [0.09, 0.03, -0.08], [0.02, -0.04, -0.04], [-0.01, 0.04, 0.01], [0.01, 0.02, -0.03], [-0.18, -0.02, 0.14], [0.52, 0.40, -0.02], [-0.03, -0.20, -0.12], [-0.32, -0.17, 0.03], [0.08, -0.07, -0.05], [-0.01, -0.06, 0.00], [0.02, 0.03, 0.00], [-0.12, 0.08, -0.11], [0.00, 0.03, 0.11], [-0.03, -0.02, 0.03], [0.02, 0.03, -0.01], [0.03, -0.02, -0.03], [-0.08, -0.17, -0.15], [0.54, 0.04, 0.40], [-0.18, 0.13, 0.00], [-0.26, 0.06, -0.31], [0.01, 0.12, 0.02], [-0.02, 0.04, -0.05], [0.02, -0.01, 0.02], [-0.15, -0.11, 0.08], [0.09, -0.05, -0.07], [0.00, 0.00, -0.06], [0.02, -0.01, 0.03], [0.00, 0.05, 0.02], [0.12, 0.18, 0.11], [-0.06, -0.12, -0.63], [0.07, -0.24, 0.04], [0.34, -0.09, -0.06], [0.01, -0.16, -0.01], [0.03, -0.03, 0.06], [-0.01, 0.01, -0.04], [-0.18, 0.09, 0.07], [0.10, 0.03, -0.05], [0.04, 0.05, 0.06], [-0.02, -0.02, -0.04], [-0.12, -0.07, 0.04]], "total_charge": 0, "homo_ev": -8.055, "smiles": "CCSCc1c2c(c(CC(=O)F)c(N)c1[C@@H](C)F)C(=O)N(P(C)CC)C2=O.CC(C)O.CC(C)O.CC(C)O.CC(C)O.CC(C)O.CC(C)O.CC(C)O.CC(C)O.CC(C)O"}